Record 1
Here is C36H33N8OSV as an isolated structure at a distorted geometry from the Open Molecules 2025 dataset. Energies are from ωB97M-V/def2-TZVPD.

Cartesian coordinates (Å):
V  0.028  -0.551  -0.687
C  -3.803  1.226  0.684
C  -2.831  0.529  -0.021
N  -1.518  0.515  0.306
C  -1.092  1.265  1.355
C  -1.984  2.032  2.095
C  -3.369  1.914  1.747
C  -1.499  2.851  3.160
C  -0.154  2.885  3.381
C  0.767  2.064  2.613
C  0.330  1.283  1.559
N  1.079  0.519  0.687
C  2.345  0.063  0.919
C  3.230  0.401  1.912
C  4.527  -0.162  1.935
C  4.995  -0.971  0.956
C  4.132  -1.302  -0.121
C  4.513  -2.135  -1.217
C  3.555  -2.621  -2.107
C  2.243  -2.218  -1.907
N  1.904  -1.340  -1.004
C  2.788  -0.840  -0.100
H  -4.790  1.176  0.271
H  -3.043  -0.002  -0.949
H  -4.070  2.446  2.344
H  -2.209  3.448  3.721
H  0.258  3.481  4.173
H  1.852  2.192  2.891
H  2.975  1.007  2.791
H  5.197  0.129  2.742
H  6.004  -1.325  1.056
H  5.472  -2.590  -1.276
H  3.685  -3.269  -2.939
H  1.464  -2.560  -2.579
N  -2.071  -3.961  0.576
C  -2.450  -3.729  1.934
C  -3.645  -4.222  2.477
C  -3.908  -3.759  3.780
C  -3.149  -2.821  4.441
C  -1.991  -2.288  3.904
C  -1.646  -2.795  2.664
S  -0.095  -2.405  2.060
N  -0.581  -2.181  0.387
C  -1.431  -2.992  -0.116
C  -1.769  -2.755  -1.514
C  -2.545  -3.650  -2.299
C  -2.655  -3.423  -3.628
C  -2.006  -2.349  -4.192
C  -1.330  -1.514  -3.398
N  -1.196  -1.725  -2.066
H  -2.602  -4.667  0.085
H  -4.267  -4.873  1.863
H  -4.730  -4.262  4.267
H  -3.498  -2.477  5.442
H  -1.416  -1.512  4.399
H  -2.979  -4.516  -1.819
H  -3.176  -4.145  -4.196
H  -2.018  -2.187  -5.257
H  -0.807  -0.633  -3.697
C  -1.463  3.151  -1.767
N  -0.040  3.270  -1.622
C  0.449  4.643  -1.276
C  1.964  4.721  -1.335
C  2.592  3.392  -0.977
N  2.047  2.396  -1.875
C  3.041  1.458  -2.382
C  0.713  2.182  -1.900
O  0.189  1.080  -2.172
H  -1.803  3.955  -2.413
H  -1.860  3.204  -0.791
H  -1.598  2.113  -2.116
H  0.132  4.828  -0.261
H  -0.016  5.389  -1.940
H  2.399  5.472  -0.653
H  2.306  4.978  -2.317
H  2.382  3.175  0.095
H  3.702  3.353  -1.144
H  2.536  0.579  -2.808
H  3.722  1.113  -1.590
H  3.591  1.854  -3.241

Force components x, y, z for each atom (eV/Å):
-0.912 0.700 -0.950
0.528 -0.953 -1.212
2.284 -0.543 -0.551
-2.103 0.181 -0.622
0.322 -0.174 -0.887
-0.955 -0.074 0.429
0.841 1.146 1.313
-0.108 -0.046 -0.385
0.345 -1.229 -0.780
0.603 1.450 1.134
0.870 -0.047 0.585
-0.716 0.046 0.855
-0.648 0.806 -0.524
0.661 -0.098 1.227
-0.119 0.586 0.281
0.041 0.110 -0.225
0.044 -0.532 -0.514
-1.472 -0.902 -0.133
0.243 1.041 1.193
0.064 0.320 -0.571
-0.481 0.645 0.541
1.561 -1.112 -0.155
-0.542 0.202 0.421
-0.208 -0.019 0.307
-0.462 0.509 0.473
0.153 -0.035 0.049
0.093 0.248 0.205
-1.756 -0.116 -0.586
0.104 -0.494 -0.874
-0.186 -0.156 -0.040
0.240 -0.293 -0.438
0.946 0.202 0.076
0.827 -0.549 -0.347
-0.098 -0.045 0.114
-0.353 -0.983 1.288
-0.049 1.001 0.305
1.763 1.224 0.006
-0.733 -1.408 -0.743
-0.690 0.537 1.772
-0.793 -0.500 -0.681
-0.648 -0.974 -0.038
0.635 0.262 -1.604
0.772 0.066 1.198
-0.226 0.156 0.020
-0.991 -1.958 -0.964
0.570 0.371 1.909
-0.007 -0.571 0.103
-0.534 -0.242 -1.549
0.998 0.984 1.825
0.809 1.358 -0.508
0.074 0.312 0.051
-0.059 0.042 0.569
-0.274 0.437 0.284
0.367 -0.402 -0.864
0.037 -0.218 -0.102
-0.184 -0.021 -0.261
-0.544 -0.438 -0.802
-0.114 0.066 -0.135
0.153 0.395 -0.599
0.714 -0.933 -0.383
0.615 0.780 -0.152
0.344 -1.010 -0.199
0.929 0.424 0.579
0.358 0.219 0.102
1.078 -0.831 0.210
-0.753 -1.102 -0.504
0.503 0.780 0.215
0.113 -0.537 -0.316
-0.432 -0.248 -0.125
-1.120 0.372 1.111
-0.595 0.828 -0.280
-0.328 0.163 0.340
0.060 -0.371 0.156
-0.598 -0.023 -0.223
0.062 0.205 -0.709
0.137 -0.279 -0.532
-1.046 0.459 0.348
0.024 0.175 0.385
-0.174 0.236 -0.288
0.127 0.421 0.372

Output
Charge ... +1
E_LUMO (alpha / beta) ... -0.100 / -0.109 Eh
Multiplicity ... 4
HOMO level (alpha / beta) ... -8.702 / -9.227 eV
⟨S²⟩ ... 3.771
Frontier orbital gap (alpha / beta) ... 5.99 / 6.27 eV

Record 2
Here is C40H54IN5OPdSSe as an isolated structure at a distorted geometry from the Open Molecules 2025 dataset. Energies are from ωB97M-V/def2-TZVPD.

Cartesian coordinates (Å):
Pd  0.713  -0.742  0.513
C  -2.511  -1.790  -2.033
O  -1.245  -1.545  -1.458
C  -1.110  -0.548  -0.522
C  -2.263  -0.279  0.415
H  -3.200  -2.251  -1.320
H  -2.344  -2.482  -2.861
H  -2.944  -0.860  -2.426
H  -2.485  -1.184  0.991
H  -3.174  0.020  -0.117
H  -1.999  0.528  1.110
I  1.233  1.798  1.319
C  -1.911  6.846  1.506
C  -1.080  6.339  0.335
C  -0.610  4.903  0.551
C  -1.714  3.860  0.376
N  -2.054  3.719  -1.012
C  -1.222  3.140  -1.920
Se  -0.488  1.068  -1.554
N  -1.776  3.338  -3.151
C  -1.155  2.909  -4.374
C  0.251  3.488  -4.518
C  0.236  5.011  -4.610
C  1.638  5.576  -4.802
C  -2.901  4.118  -3.034
C  -3.760  4.671  -3.968
C  -4.790  5.470  -3.498
C  -4.947  5.732  -2.141
C  -4.094  5.189  -1.196
C  -3.073  4.369  -1.657
H  -2.268  7.855  1.320
H  -1.310  6.854  2.414
H  -2.775  6.209  1.682
H  -0.202  6.977  0.230
H  -1.652  6.414  -0.595
H  -0.193  4.798  1.552
H  0.176  4.648  -0.161
H  -2.613  4.123  0.933
H  -1.345  2.898  0.733
H  -1.781  3.234  -5.206
H  -1.099  1.812  -4.379
H  0.701  3.074  -5.420
H  0.842  3.171  -3.656
H  -0.196  5.424  -3.697
H  -0.396  5.318  -5.448
H  2.282  5.269  -3.981
H  1.616  6.662  -4.831
H  2.069  5.218  -5.735
H  -3.616  4.516  -5.026
H  -5.474  5.919  -4.204
H  -5.735  6.395  -1.818
H  -4.197  5.428  -0.151
S  1.726  -7.262  0.484
C  1.173  -5.573  0.537
C  0.600  -5.008  1.674
C  0.098  -3.727  1.603
N  0.152  -2.967  0.493
C  0.750  -3.509  -0.585
C  1.263  -4.781  -0.615
C  0.400  -7.882  -0.543
C  0.657  -8.410  -1.800
C  -0.418  -8.868  -2.546
N  -1.670  -8.835  -2.120
C  -1.903  -8.344  -0.913
C  -0.911  -7.848  -0.084
H  0.510  -5.571  2.589
H  -0.389  -3.292  2.467
H  0.783  -2.883  -1.471
H  1.709  -5.170  -1.517
H  1.663  -8.455  -2.183
H  -0.272  -9.273  -3.539
H  -2.938  -8.346  -0.596
H  -1.144  -7.452  0.894
C  -1.055  -0.886  5.135
C  0.325  -1.320  4.738
C  1.233  -1.791  5.685
C  2.507  -2.198  5.303
C  3.457  -2.731  6.333
C  2.900  -2.099  3.984
C  2.039  -1.565  2.993
C  0.725  -1.221  3.424
N  2.336  -1.340  1.711
C  3.644  -1.396  1.098
C  4.685  -0.575  1.879
C  3.520  -0.738  -0.297
C  4.102  -2.853  0.902
H  -1.306  -1.232  6.134
H  -1.794  -1.265  4.430
H  -1.101  0.203  5.123
H  0.947  -1.843  6.725
H  2.981  -2.755  7.309
H  4.342  -2.101  6.397
H  3.777  -3.741  6.082
H  3.882  -2.450  3.717
H  0.012  -0.825  2.687
H  4.265  0.397  2.129
H  5.566  -0.425  1.259
H  5.001  -1.058  2.798
H  3.419  0.344  -0.192
H  2.650  -1.140  -0.856
H  4.412  -0.937  -0.885
H  4.123  -3.409  1.833
H  5.096  -2.862  0.465
H  3.415  -3.359  0.226

Force components x, y, z for each atom (eV/Å):
-0.005 -0.545 0.636
-0.356 -0.073 -0.208
-0.038 0.437 0.348
-0.240 0.347 0.279
-0.167 -0.129 -0.010
0.026 0.087 0.015
-0.024 0.094 0.109
0.071 -0.073 0.065
0.019 0.028 0.020
0.033 -0.084 0.040
0.076 -0.232 -0.198
0.139 -0.653 0.203
0.106 0.018 -0.189
0.056 -0.075 0.182
-0.231 0.048 -0.147
0.407 -0.036 0.857
0.734 -0.096 -1.037
-1.865 -2.016 -0.303
1.359 1.556 -0.754
0.252 0.498 1.234
0.523 -0.615 -0.646
-0.373 0.278 0.031
0.282 -0.153 -0.054
-0.226 0.029 0.058
-0.251 0.384 0.589
-0.207 0.223 -0.116
0.197 -0.149 -0.443
0.098 -0.037 0.433
-0.067 0.129 -0.097
-0.210 0.126 -0.823
-0.086 0.126 0.049
-0.018 0.011 0.090
-0.153 -0.034 0.093
0.004 0.052 -0.117
0.086 0.063 -0.031
0.073 -0.063 0.063
0.122 -0.067 0.087
-0.029 -0.055 -0.059
-0.053 0.030 -0.007
-0.038 -0.045 0.059
-0.138 0.227 0.035
0.074 -0.109 -0.010
0.096 -0.069 -0.062
-0.115 0.081 0.047
-0.108 0.031 0.020
0.137 -0.015 0.049
0.065 0.089 -0.019
0.104 -0.025 -0.059
-0.053 -0.054 -0.103
-0.008 0.002 -0.031
-0.108 0.005 0.034
-0.040 -0.014 0.134
-0.006 -0.056 0.025
-0.126 0.591 -0.261
0.173 -0.568 -0.417
-0.291 0.756 -0.239
1.004 -0.255 0.167
-0.419 0.448 -0.050
-0.079 -0.610 0.497
0.039 0.050 0.080
0.008 0.059 0.219
0.138 -0.043 -0.127
-0.300 -0.185 -0.273
-0.068 0.165 0.238
0.085 -0.081 -0.079
0.000 -0.061 0.096
0.161 0.093 -0.057
0.000 -0.033 0.106
0.060 -0.019 -0.065
0.109 0.008 -0.071
0.102 -0.024 -0.034
-0.044 0.039 0.082
-0.030 0.007 0.029
0.107 0.090 -0.014
0.335 -0.189 -0.051
0.021 -0.081 0.127
-0.468 0.157 0.142
-0.003 0.016 -0.026
-0.069 -0.033 -0.447
-0.365 0.251 0.826
-0.060 -0.059 -0.022
-1.046 0.319 -1.388
0.262 0.141 -0.184
-0.045 -0.163 -0.134
-0.051 -0.220 0.164
-0.076 0.357 -0.007
-0.061 -0.013 0.056
-0.118 0.019 -0.007
-0.151 0.077 0.032
-0.073 -0.052 0.152
0.014 -0.033 0.147
0.133 0.004 0.045
0.089 -0.097 0.002
0.136 0.014 -0.027
0.287 -0.112 0.404
-0.059 0.089 0.003
0.166 0.029 -0.073
0.043 -0.021 0.077
-0.155 -0.129 -0.073
0.386 0.183 0.165
0.176 -0.089 -0.084
0.007 -0.041 0.170
0.204 -0.116 -0.093
-0.017 -0.066 -0.086

Output
Charge ... 0
E_LUMO (alpha / beta) ... -0.047 / -0.047 Eh
HOMO level (alpha / beta) ... -5.931 / -5.931 eV
Frontier orbital gap (alpha / beta) ... 4.65 / 4.65 eV